70
Properties=species:S:1:pos:R:3 method="wB97M-V/def2-TZVPD" lumo_energy_ev=-3.74 homo_ev=-7.8169
Ag 10.44218 19.40044 -5.30143
Cl 6.68185 18.63311 -3.07418
C 12.51832 22.02722 -0.77453
O 11.16804 21.96144 -1.19105
C 10.19437 22.16250 -0.16987
C 10.32750 21.42824 1.21482
O 11.43056 21.88701 1.91384
C 11.39792 21.36173 3.17406
H 12.66167 23.02535 -0.36066
H 13.12857 21.62217 -1.58177
H 12.82423 21.31315 -0.00993
H 9.27593 22.08887 -0.75223
H 10.27960 23.23401 0.01095
H 10.65163 20.44098 0.88564
H 9.39602 21.42488 1.78088
H 12.16071 21.90399 3.73282
H 11.79908 20.34846 3.15260
H 10.49858 21.43711 3.78530
C -0.04000 20.83579 -4.33960
O -1.36568 20.31446 -4.31941
C -2.01013 20.55114 -3.06682
C -3.41728 20.00360 -2.94272
O -4.12672 20.78272 -3.82337
C -5.46420 20.49377 -4.12460
H 0.72538 20.25204 -3.82820
H -0.03357 21.85604 -3.95601
H 0.37222 20.85028 -5.34855
H -1.96048 21.63080 -2.92554
H -1.36177 20.05106 -2.34734
H -3.85317 20.12171 -1.95068
H -3.40371 18.97154 -3.29310
H -5.49013 19.62249 -4.77904
H -6.04377 21.24100 -4.66668
H -6.03503 20.16516 -3.25612
C 8.14917 23.42969 -10.10654
C 7.72269 22.06471 -9.58962
O 8.46960 21.42275 -8.82526
N 6.44209 21.66687 -9.83570
C 5.93782 20.44647 -9.25025
H 7.26210 23.98417 -10.41275
H 8.77813 23.17134 -10.95845
H 8.71613 24.04976 -9.41214
H 5.79169 22.31319 -10.25920
H 6.25925 20.24676 -8.22805
H 6.34688 19.70751 -9.93923
H 4.85271 20.34653 -9.27545
C 6.87453 15.85142 2.58429
C 5.36001 16.10117 2.61285
O 4.64949 15.79576 3.56949
N 4.79422 16.83857 1.63631
C 3.35643 17.15985 1.48175
H 7.36416 16.21838 1.68225
H 6.95329 14.77831 2.75842
H 7.32214 16.33476 3.45269
H 5.39431 16.99138 0.83842
H 3.00977 16.66633 0.57380
H 3.13611 18.22143 1.36945
H 2.78877 16.70745 2.29487
C 4.66630 13.24433 -2.72337
C 3.67140 13.30423 -3.83192
O 3.00326 12.30003 -4.15762
N 3.59748 14.49202 -4.46127
C 2.74237 14.76970 -5.56428
H 5.09588 12.26323 -2.52088
H 4.10815 13.45598 -1.81135
H 5.44769 13.99788 -2.82192
H 3.84091 15.30374 -3.91177
H 2.52638 15.83791 -5.54476
H 1.86368 14.12588 -5.60301
H 3.19670 14.53837 -6.52769


71
Properties=species:S:1:pos:R:3 method="wB97M-V/def2-TZVPD" lumo_energy_ev=2.21 homo_ev=-4.2189 total_charge=-1
C -1.77442 6.20151 3.88679
O -0.63002 5.48977 3.38274
C -0.99843 4.53783 2.33765
Al -2.00418 2.97186 3.23566
N -1.15302 1.23715 2.93042
C -0.15766 1.25303 3.76756
O 0.74957 1.31047 4.64627
B -4.01147 3.01488 2.70277
O -4.47310 2.39299 1.43675
N -4.95942 3.73474 3.64830
C -6.25864 3.01569 3.80363
C -5.12556 5.12475 3.11920
H -1.45879 7.05546 4.60307
H -2.32008 6.69105 3.00167
H -2.52701 5.54730 4.46283
H -1.66225 5.06748 1.55987
H -0.08276 4.06148 1.80949
H -1.93523 3.19919 4.83290
H -4.60460 3.17974 0.84012
H -6.87259 3.57620 4.61242
H -6.80276 2.98428 2.78603
H -6.09613 1.92388 4.16195
H -5.22142 5.84419 4.02415
H -6.05402 5.15569 2.44027
H -4.20363 5.41780 2.47759
C -4.74173 -0.26239 -0.97875
O -3.35516 -0.27797 -1.26072
C -2.56920 -0.26823 -0.06870
C -1.11541 -0.59213 -0.39038
O -0.87181 -1.99847 -0.50279
C -1.31549 -2.60108 -1.71866
C -0.39592 -2.29825 -2.89751
O -0.71133 -1.02712 -3.45946
C 0.27830 -0.59352 -4.37310
H -5.00691 0.62217 -0.39170
H -5.28292 -0.23200 -1.92678
H -5.03124 -1.17215 -0.44225
H -2.96365 -1.00185 0.64429
H -2.63265 0.73410 0.36661
H -0.50248 -0.26017 0.45261
H -0.76409 -0.05794 -1.27538
H -2.35439 -2.34112 -1.93195
H -1.28348 -3.67935 -1.53328
H -0.54292 -3.05539 -3.67756
H 0.64858 -2.31193 -2.56662
H 1.23252 -0.44619 -3.85629
H -0.03976 0.36277 -4.79151
H 0.39634 -1.31523 -5.18719
C 6.30578 -4.66023 -4.42857
O 5.81515 -4.39297 -3.12921
C 6.82111 -4.56153 -2.13405
C 6.35488 -3.97756 -0.80456
O 6.55246 -2.56590 -0.72109
C 5.60964 -1.77160 -1.44507
C 4.25957 -1.67394 -0.74370
O 3.46434 -2.81817 -1.03978
C 2.32003 -2.89753 -0.20525
H 6.69293 -5.68246 -4.49324
H 5.48061 -4.55099 -5.13444
H 7.08843 -3.94256 -4.69507
H 7.74704 -4.06705 -2.45157
H 7.00212 -5.63673 -2.01841
H 6.97862 -4.40271 -0.01249
H 5.32075 -4.24656 -0.58077
H 5.51137 -2.11724 -2.47600
H 6.04595 -0.76893 -1.48044
H 3.72361 -0.78929 -1.10776
H 4.40834 -1.59163 0.33856
H 2.62178 -3.02459 0.83968
H 1.73823 -3.77032 -0.50558
H 1.69972 -2.00448 -0.31424


70
Properties=species:S:1:pos:R:3 method="wB97M-V/def2-TZVPD" lumo_energy_ev=2.22 homo_ev=-3.0373 total_charge=-1
C 2.94207 -2.05771 2.73746
C 2.53397 -1.55938 1.34086
O 3.51825 -0.72167 0.77547
B 3.33755 -0.43520 -0.59580
O 3.08568 -1.51839 -1.45332
B 3.40244 1.14958 -1.22672
C 1.88320 1.79543 -1.08014
C 0.86416 1.20599 -2.06117
C -0.61406 1.31140 -1.62125
O -0.79503 2.15736 -0.46421
C -1.97929 2.07758 0.13324
C -3.23353 1.63757 -0.58676
O -2.06955 2.39569 1.25263
C 4.43528 2.11705 -0.39314
N 3.96703 2.48335 0.98094
C 4.98330 2.29771 2.01327
P 3.95326 0.97979 -3.10022
C 5.52309 -0.02316 -3.20448
C 4.49596 2.64582 -3.76958
H 3.95985 -1.79074 2.98721
H 2.23553 -1.66832 3.46197
H 2.83759 -3.13731 2.78106
H 2.29612 -2.43139 0.73299
H 1.61013 -0.98536 1.43905
H 3.50166 -2.31703 -1.09192
H 1.96692 2.86277 -1.30699
H 1.58872 1.69145 -0.04199
H 0.95829 1.76591 -2.98291
H 1.07482 0.17056 -2.30864
H -1.16642 1.76992 -2.43626
H -0.98858 0.30608 -1.44907
H -3.08817 1.18676 -1.55999
H -3.84387 2.51875 -0.72135
H -3.72913 0.91464 0.03986
H 4.50123 3.06466 -0.95148
H 5.46003 1.73954 -0.36266
H 3.70883 3.45822 0.99030
H 4.87650 1.31036 2.45426
H 4.87026 3.06012 2.78186
H 6.00186 2.42262 1.62906
H 5.28652 -1.06639 -3.05212
H 5.94150 0.05861 -4.20280
H 6.26907 0.27555 -2.46537
H 4.64290 2.56362 -4.84037
H 3.78099 3.41961 -3.53124
H 5.47108 2.89335 -3.34221
C -6.48833 -0.44830 -0.39400
O -6.23912 -0.31849 -1.57915
N -6.87226 -1.59365 0.19521
C -7.12606 -1.67711 1.62178
C -7.02263 -2.78266 -0.62362
H -6.38784 0.38488 0.32354
H -6.44158 -2.39819 2.06405
H -8.15573 -2.00330 1.79523
H -6.97026 -0.71299 2.09560
H -6.07559 -3.01812 -1.11222
H -7.77081 -2.60659 -1.39786
H -7.33041 -3.62074 -0.00303
C -3.74391 -1.46970 1.96541
O -4.44333 -1.13575 2.90885
N -2.43253 -1.74201 2.03435
C -1.66026 -2.12344 0.86505
C -1.76439 -1.64499 3.32119
H -4.14974 -1.56546 0.94133
H -1.22558 -3.11362 1.01703
H -0.85748 -1.40197 0.70127
H -2.29749 -2.14813 -0.01699
H -2.22870 -2.33227 4.03010
H -1.86245 -0.63132 3.71029
H -0.71151 -1.89144 3.20928


68
Properties=species:S:1:pos:R:3 method="wB97M-V/def2-TZVPD" lumo_energy_ev=0.49 homo_ev=-9.9249
C 0.65084 -4.67004 -3.08930
C 0.72634 -3.60043 -4.18074
C -0.61679 -2.93214 -4.57370
C -1.83876 -3.71181 -4.16205
O -2.89585 -3.75416 -5.19952
S -4.06482 -4.58154 -4.52252
O -5.33234 -4.16134 -4.98152
O -3.73720 -5.96061 -4.52502
O -3.82551 -3.98847 -3.02667
C -2.66808 -3.17600 -3.00704
Br -3.27884 -1.35102 -3.28088
H -0.03117 -4.40832 -2.28379
H 1.63909 -4.85894 -2.68035
H 0.31424 -5.62072 -3.50569
H 1.37683 -2.81023 -3.81090
H 1.21215 -4.00990 -5.06275
H -0.65205 -2.82930 -5.65667
H -0.66261 -1.92497 -4.16775
H -1.65248 -4.76349 -3.95266
H -2.10491 -3.22239 -2.08225
C 0.34771 1.56956 -3.36205
C 1.53935 0.83264 -2.78208
C 2.80008 1.68023 -2.81000
O 1.74500 -0.39505 -3.49226
H 0.53189 1.82460 -4.41033
H -0.53638 0.93275 -3.32666
H 0.13654 2.48872 -2.81559
H 1.31923 0.54412 -1.75404
H 3.05903 1.94443 -3.83961
H 3.64156 1.12999 -2.38818
H 2.66561 2.60078 -2.24163
H 1.93829 -0.17893 -4.41017
C -0.16255 -0.37020 2.38557
C 0.78731 0.31633 1.41619
C 1.92255 1.01202 2.15140
O 0.07770 1.25016 0.60550
H -0.61726 0.36784 3.04690
H -0.97059 -0.86461 1.84356
H 0.35315 -1.11553 2.99462
H 1.19846 -0.42286 0.72474
H 1.53282 1.78731 2.81494
H 2.59614 1.49907 1.44552
H 2.49934 0.30425 2.75103
H -0.30382 1.92105 1.18823
C -4.24439 3.10017 1.41716
C -3.36723 1.88976 1.69326
C -4.07536 0.87191 2.57283
O -2.13543 2.29461 2.29829
H -4.50063 3.60544 2.35268
H -3.72016 3.81717 0.78536
H -5.17052 2.81022 0.92027
H -3.08022 1.42235 0.75081
H -4.32642 1.31530 3.54074
H -3.43129 0.01218 2.75847
H -4.99722 0.52248 2.10733
H -2.33691 2.71521 3.14024
C 2.81414 1.75833 6.05735
C 3.76363 2.47281 5.10753
C 4.91753 3.12664 5.85205
O 3.05803 3.43877 4.33009
H 2.37501 2.47107 6.76106
H 1.99835 1.29301 5.50315
H 3.33079 0.98692 6.62980
H 4.15753 1.75764 4.38411
H 4.53997 3.87899 6.55003
H 5.58715 3.62848 5.15381
H 5.49119 2.39206 6.41854
H 2.69319 4.09563 4.93120


Max |F|, respectively: 0.0734, 0.1356, 0.0768, 0.0171 Eh/bohr.
Total energy, respectively: -1970.19852, -1726.20102, -1679.19597, -4246.41477 a.u..
HOMO-LUMO gap, respectively: 4.074, 6.425, 5.260, 10.414 eV.